C27H25F10N5OSbSe4V | ωB97M-V/def2-TZVPD

The geometry in XYZ format:
```
74
Properties=species:S:1:pos:R:3:lowdin_charge:R:1
V 0.049 -0.070 -0.272 0.642
C -0.318 -1.299 2.789 -0.128
N 0.249 -0.172 2.004 -0.261
C 1.741 -0.194 2.132 -0.147
C 2.462 0.544 1.029 -0.176
N 1.965 0.121 -0.303 -0.118
C 2.870 0.156 -1.391 -0.128
C 4.034 0.940 -1.439 -0.134
F 4.286 1.888 -0.516 0.095
C 4.964 0.862 -2.459 -0.142
F 6.059 1.620 -2.415 0.137
C 4.746 0.038 -3.534 -0.142
F 5.632 -0.046 -4.518 0.147
C 3.567 -0.669 -3.578 -0.135
F 3.291 -1.427 -4.634 0.145
C 2.661 -0.603 -2.535 -0.152
F 1.527 -1.303 -2.693 0.060
C -0.386 1.074 2.545 -0.146
C -0.269 2.258 1.617 -0.167
N -0.386 1.682 0.269 -0.098
C -0.001 2.383 -0.907 -0.147
C -0.005 1.708 -2.151 -0.119
F -0.531 0.389 -2.207 -0.009
C 0.442 2.245 -3.344 -0.169
F 0.425 1.511 -4.447 0.152
C 0.893 3.540 -3.375 -0.140
F 1.324 4.087 -4.501 0.155
C 0.861 4.269 -2.204 -0.129
F 1.253 5.534 -2.217 0.157
C 0.432 3.703 -1.018 -0.130
F 0.408 4.498 0.057 0.118
H -0.185 -1.100 3.857 0.112
H -1.377 -1.402 2.575 0.081
H 0.174 -2.232 2.551 -0.029
H 2.045 0.206 3.102 0.141
H 2.038 -1.234 2.096 0.127
H 2.368 1.620 1.155 0.109
H 3.515 0.314 1.131 0.134
H -1.435 0.837 2.684 0.126
H 0.040 1.313 3.521 0.136
H -1.058 2.976 1.830 0.131
H 0.674 2.779 1.749 0.109
C -2.933 2.509 -4.229 -0.065
C -4.053 1.533 -3.927 -0.193
N -5.037 2.089 -3.001 -0.051
C -5.900 3.165 -3.499 -0.197
C -5.597 4.520 -2.877 -0.071
C -5.307 1.608 -1.759 -0.419
O -6.203 2.071 -1.068 0.077
C -4.501 0.457 -1.214 -0.118
C -5.135 -0.746 -0.935 0.028
C -4.432 -1.730 -0.275 -0.053
C -3.119 -1.486 0.093 -0.199
N -2.480 -0.349 -0.191 0.004
C -3.186 0.606 -0.825 -0.079
H -2.208 2.053 -4.905 0.078
H -2.425 2.808 -3.307 0.068
H -3.312 3.414 -4.709 0.077
H -3.655 0.613 -3.514 0.113
H -4.567 1.264 -4.853 0.125
H -6.933 2.889 -3.295 0.122
H -5.765 3.203 -4.581 0.117
H -5.744 4.480 -1.798 0.071
H -6.270 5.279 -3.286 0.079
H -4.567 4.828 -3.084 0.066
H -6.168 -0.895 -1.229 0.136
H -4.867 -2.692 -0.045 0.087
H -2.570 -2.244 0.630 0.018
H -2.670 1.542 -1.008 0.113
Se 1.292 -5.837 -0.607 -0.097
Sb -0.621 -4.708 0.227 -0.331
Se -2.806 -4.790 -0.727 -0.015
Se -0.648 -4.901 2.685 -0.137
Se 0.040 -2.181 -0.173 0.579
```

Properties
**Gap between HOMO and LUMO (spin up / spin down)**: 3.82 / 3.83 eV
**E_LUMO (spin up / spin down)**: -3.08 / -3.07 eV
**E**: -358683.132 eV